1.
Density functional theory data (ωB97M-V/def2-TZVPD) for C37H31AsIN2O8P2S2V as an isolated structure in a non-equilibrium geometry.

Summary:
- orbital gap (spin up / spin down) (eV) = 6.729 / 6.796
- total charge = -1
- energy (eV) = -193117.366
- E_HOMO (spin up / spin down) (eV) = -4.50 / -4.46
- 2S+1 = 2
- energy relative to the best compared isomer or geometry (same formula, charge and spin) (eV) = 1.722

Geometry as XYZ:
```
85
Properties=species:S:1:pos:R:3:forces:R:3:mulliken_spin:R:1
V 1.637479 -0.296965 -1.206416 0.9 -3.5 3.7 1.284
I 1.867879 -2.512365 -3.780516 -0.5 -0.7 0.0 -0.001
C 0.268179 -3.379565 -2.679316 0.4 -0.1 -0.8 -0.019
C -0.529321 -4.272065 -3.347816 0.5 0.3 -0.1 0.002
C -1.475221 -5.031565 -2.648516 -0.2 -0.2 0.3 -0.002
C -1.564221 -4.923565 -1.290616 -0.1 -0.1 -0.2 0.003
C -0.765221 -3.999565 -0.584416 0.3 0.3 -0.1 -0.008
C -0.827821 -3.926065 0.820184 0.1 0.0 0.2 0.010
C -0.036521 -3.042365 1.497284 -0.2 -0.2 -0.1 -0.010
C 0.751779 -2.125465 0.791584 0.2 0.0 0.1 0.036
C 0.822579 -2.110365 -0.589916 -0.1 -0.4 0.2 -0.149
C 0.129679 -3.131465 -1.293516 -0.1 -0.1 0.2 0.036
H -0.406721 -4.419765 -4.410016 0.1 0.0 -0.1 0.001
H -2.086521 -5.742165 -3.187316 -0.1 0.0 0.0 0.000
H -2.227421 -5.563665 -0.723916 -0.1 0.0 0.0 0.000
H -1.509621 -4.574865 1.351084 -0.1 -0.1 0.0 0.000
H -0.061121 -3.007965 2.580384 0.0 0.0 0.0 0.000
H 1.329179 -1.417965 1.385284 -0.1 0.0 -0.2 -0.005
O 4.083679 1.955235 -1.806816 -0.2 0.1 -0.8 -0.002
P 2.997879 1.709435 -2.946416 1.6 2.3 -0.2 0.003
O 3.580879 1.826135 -4.278216 -0.1 -0.3 -0.1 -0.001
O 2.270379 0.402035 -2.611316 0.2 1.2 -3.1 0.003
O 1.934879 2.902235 -2.718316 0.1 -0.6 0.0 0.001
P 0.602479 3.022735 -1.814416 -0.2 1.5 -0.6 -0.008
O 0.512479 4.637335 -1.733516 0.2 -0.3 0.3 0.000
O -0.572121 2.473635 -2.507916 0.2 -0.1 -0.1 -0.001
O 0.929979 2.616335 -0.404616 -0.1 -0.3 0.3 0.002
H 3.729379 1.822235 -0.906816 0.0 -0.1 0.1 -0.004
H 0.291779 4.963435 -2.603016 -0.2 0.3 -0.4 0.000
S 3.469579 -1.773765 -0.998616 0.6 -0.4 0.1 -0.126
C 4.091079 -1.547465 0.607284 -0.3 0.3 -0.1 0.020
C 4.928279 -2.483265 1.212384 0.0 -0.1 0.0 -0.007
C 5.405379 -2.273765 2.491084 0.1 -0.1 0.0 0.005
C 5.047379 -1.127965 3.190984 0.0 0.1 0.1 -0.010
C 4.216579 -0.192465 2.602084 0.0 0.1 0.0 0.005
C 3.734379 -0.393165 1.314984 -0.1 -0.1 -0.4 0.001
S 2.631179 0.759435 0.566684 0.7 -0.2 0.6 -0.045
H 5.172279 -3.377565 0.658384 0.1 -0.1 0.0 -0.001
H 6.061879 -3.001565 2.950784 0.0 -0.1 0.0 0.000
H 5.399379 -0.962265 4.200484 0.1 0.0 0.0 -0.001
H 3.925179 0.703735 3.128584 0.0 0.1 0.1 0.001
N -2.614121 -0.010365 -3.947216 -0.2 0.1 0.0 0.000
C -1.647821 0.716635 -4.586316 0.3 0.0 -0.3 0.000
C -0.456721 0.198135 -4.172016 -0.4 0.1 -0.5 -0.003
N -0.679921 -0.818265 -3.297516 0.0 0.0 0.2 0.000
C -1.972921 -0.925965 -3.183116 -0.2 -0.2 0.2 0.001
H -3.606821 0.144335 -3.995716 0.1 -0.1 0.0 0.000
H -1.880221 1.534335 -5.234016 -0.1 0.2 -0.1 0.000
H 0.538379 0.486435 -4.452816 0.1 0.1 0.0 0.000
H -2.495021 -1.675265 -2.616516 -0.1 -0.1 0.2 0.000
O -0.019321 0.204435 -0.686716 -1.3 0.0 -1.0 -0.026
As -0.550721 1.173735 0.525484 -1.9 1.5 2.8 0.018
C -1.897621 2.502735 0.096084 0.1 0.0 0.0 0.001
C -2.051521 3.634635 0.879684 0.3 -0.2 0.2 0.001
C -3.046321 4.550635 0.581984 -0.1 0.1 0.1 0.000
C -3.897021 4.325135 -0.483316 -0.1 0.1 0.0 0.000
C -3.754021 3.185635 -1.258616 0.0 -0.1 0.0 0.000
C -2.762121 2.268735 -0.965016 0.1 -0.2 0.0 -0.001
C 0.375679 1.707535 2.189484 0.0 -0.1 -0.1 0.000
C 0.921379 2.977035 2.351984 -0.2 0.0 -0.3 0.000
C 1.620979 3.289735 3.504684 -0.1 0.1 0.0 0.000
C 1.782979 2.347335 4.506684 0.0 0.0 0.0 0.000
C 1.230879 1.085235 4.356184 0.0 0.0 0.1 0.001
C 0.532579 0.768035 3.203384 -0.3 -0.2 -0.3 -0.004
C -1.911221 -0.088965 1.275184 0.2 0.0 -0.3 -0.005
C -2.510121 0.039035 2.523384 0.3 0.4 0.0 -0.001
C -3.481321 -0.858765 2.933584 -0.1 0.0 0.1 0.000
C -3.908721 -1.862965 2.078084 -0.1 0.0 0.0 0.000
C -3.367021 -1.962465 0.808284 -0.1 0.1 0.0 -0.001
C -2.368921 -1.085065 0.421084 0.3 0.1 -0.3 0.004
H -1.392521 3.798635 1.724684 -0.1 0.1 -0.1 0.000
H -3.145921 5.445035 1.180384 0.0 0.0 0.1 0.000
H -4.676821 5.039035 -0.709916 0.0 0.1 0.0 0.000
H -4.410721 3.025435 -2.103216 0.0 -0.1 0.0 0.000
H -2.614321 1.384535 -1.571816 -0.1 0.1 -0.1 -0.001
H 0.841979 3.690835 1.543484 0.1 0.0 0.1 0.001
H 2.047379 4.276835 3.615684 0.0 0.1 0.0 0.000
H 2.347679 2.593835 5.395684 0.0 0.0 0.1 0.000
H 1.359279 0.344935 5.134984 0.0 -0.1 0.0 0.000
H 0.124079 -0.229265 3.066884 0.1 0.1 0.1 0.001
H -2.192221 0.846535 3.176884 -0.1 -0.1 0.1 0.000
H -3.908921 -0.773265 3.923884 0.0 0.0 0.0 0.000
H -4.660221 -2.568365 2.405584 -0.1 0.0 0.0 0.000
H -3.714721 -2.732065 0.130684 0.1 0.0 0.0 0.000
H -1.888521 -1.177065 -0.547416 -0.1 -0.1 0.1 0.001
```
Forces are in eV/Å.

2.
Density functional theory data (ωB97M-V/def2-TZVPD) for a 5-piece molecular cluster, C32H50Br2O20S overall in a non-equilibrium geometry.

Summary:
- orbital gap (eV) = 8.871
- energy (eV) = -225863.216
- E_HOMO (eV) = -8.49
- energy relative to the best compared isomer or geometry (same formula, charge and spin) (eV) = 0.000

Geometry as XYZ:
```
105
Properties=species:S:1:pos:R:3:forces:R:3:lowdin_charge:R:1
C 2.506340 -4.053499 0.425368 -0.2 0.9 0.4 -0.080
C 2.371842 -2.543778 -0.017597 -0.1 -0.6 -0.9 -0.146
C 3.675649 -1.730026 0.225898 0.9 -0.8 0.8 -0.437
O 4.653259 -2.325789 0.602993 -0.5 0.5 -0.1 0.118
O 3.786567 -0.353838 0.088461 -0.9 -1.5 -1.0 -0.017
C 3.243221 0.153341 -1.149345 0.0 1.9 0.1 -0.145
C 2.277018 1.336617 -0.805237 0.0 -0.5 0.5 -0.125
C 1.139632 0.835113 0.143676 -1.5 -0.6 -1.8 -0.290
C -0.114275 0.500164 -0.787521 -0.3 0.1 2.1 -0.109
C -1.192074 -0.135942 0.191652 0.3 0.6 -0.6 -0.332
C -2.308253 -0.918779 -0.570099 1.8 -1.5 0.4 -0.566
Br -3.713108 -1.667815 0.630017 4.5 2.8 -2.0 0.967
C -1.566253 -2.167999 -1.292447 0.1 1.3 -0.5 -0.729
C -1.526379 -2.010440 -2.856423 -0.6 -0.5 0.6 -0.138
Br -2.381558 -3.899727 -0.810720 1.0 -0.3 -0.8 0.617
C -1.708199 1.036514 1.076354 -1.5 -0.5 0.0 -0.186
O -0.735527 1.438323 2.084371 1.2 0.2 -1.6 -0.217
S 0.609417 2.053050 1.377452 1.5 1.1 1.1 0.680
O 0.338077 3.334298 0.767808 -0.7 -1.0 -0.4 -0.270
O 1.633296 2.108593 2.392351 -0.8 -0.6 -0.2 -0.280
H 2.384044 -4.066711 1.535823 0.2 -0.3 -0.9 0.084
H 3.492577 -4.479829 0.147429 -0.7 0.3 0.2 0.080
H 1.678149 -4.634688 -0.041893 0.6 0.4 0.4 0.076
H 2.175037 -2.570730 -1.120592 0.1 0.3 0.8 0.113
H 1.461495 -2.128901 0.466385 0.7 0.1 -0.3 0.096
H 2.789339 -0.618044 -1.805669 0.1 0.4 0.7 0.123
H 4.094063 0.605968 -1.718473 -0.6 -0.5 0.4 0.138
H 1.805667 1.695101 -1.738784 0.4 -0.4 0.7 0.080
H 2.829703 2.193005 -0.349527 -0.2 -0.8 -0.3 0.131
H 1.359430 -0.106709 0.685129 0.3 0.9 0.0 0.110
H -0.517406 1.479192 -1.127802 0.3 -0.8 -0.4 0.124
H 0.176044 -0.180084 -1.612620 0.0 0.6 0.4 0.108
H -0.635988 -0.850116 0.854831 -0.7 0.4 -0.4 0.145
H -2.776603 -0.294666 -1.362828 0.0 -0.4 0.8 0.104
H -0.521292 -2.175626 -0.917704 -0.7 -0.4 -0.1 0.054
H -1.461947 -3.016061 -3.322691 0.1 0.7 0.2 0.057
H -0.670764 -1.385316 -3.190722 -0.6 -0.3 0.2 0.072
H -2.494959 -1.559389 -3.172139 0.8 -0.2 0.0 0.080
H -2.613120 0.718978 1.645889 0.8 0.2 -0.3 0.106
H -2.020904 1.927213 0.471445 0.5 -0.7 0.4 0.140
C 1.577905 6.964755 -3.869166 -0.1 -0.3 -0.1 -0.022
C 1.161381 5.745900 -3.080636 0.3 1.0 -0.2 -0.315
C 2.256366 5.146424 -2.246253 0.1 0.1 0.5 -0.077
O 1.833972 3.781468 -2.139039 -0.3 0.3 -0.7 0.020
C 1.098672 3.515908 -3.252377 0.0 0.1 -0.1 -0.541
O 0.742626 2.423847 -3.579084 0.0 0.1 0.0 0.144
O 0.827843 4.648934 -3.945170 0.0 -0.6 0.4 0.088
H 0.788522 7.259284 -4.556310 0.0 0.1 0.2 0.080
H 1.794539 7.802821 -3.204878 -0.1 -0.1 0.0 0.102
H 2.459887 6.761757 -4.474115 0.0 0.0 0.1 0.084
H 0.276934 5.974741 -2.477715 0.1 -0.1 0.1 0.163
H 2.334929 5.606938 -1.262716 -0.1 -0.2 0.1 0.147
H 3.235497 5.166321 -2.731924 -0.1 0.1 -0.1 0.145
C 1.767439 1.306676 5.534177 -0.1 -0.1 -0.4 -0.020
C 1.333371 0.088618 6.312484 0.3 0.9 -0.3 -0.334
C 2.415544 -0.522782 7.157049 0.1 0.1 0.4 -0.099
O 1.981759 -1.883863 7.252532 -0.2 -0.1 -0.3 0.064
C 1.255911 -2.141064 6.130263 -0.1 -0.1 -0.2 -0.530
O 0.896772 -3.227619 5.797785 -0.2 0.8 0.0 0.133
O 1.001675 -1.000907 5.439956 0.1 -0.5 0.4 0.098
H 0.987048 1.610780 4.836715 0.0 0.1 0.1 0.072
H 1.983864 2.140795 6.203873 0.0 -0.1 0.1 0.094
H 2.656408 1.097792 4.936358 0.0 0.0 0.1 0.092
H 0.443778 0.322042 6.906471 0.0 -0.1 0.1 0.161
H 2.488079 -0.067290 8.143521 -0.1 -0.2 0.0 0.140
H 3.399167 -0.507448 6.680655 -0.1 0.1 -0.1 0.142
C -10.092312 -1.923708 -0.466895 -0.1 0.1 0.4 -0.020
C -8.611569 -1.769467 -0.717621 -0.9 0.0 -0.1 -0.335
C -7.932870 -3.018930 -1.205126 0.1 -0.1 -0.5 -0.090
O -6.585355 -2.808533 -0.772044 0.1 0.2 0.3 0.069
C -6.650053 -2.016678 0.322527 0.0 -0.2 0.4 -0.551
O -5.719307 -1.789933 1.040989 -5.5 -0.8 1.5 -0.230
O -7.896835 -1.514174 0.499378 0.6 0.0 -0.2 0.101
H -10.491021 -1.032340 0.019599 0.0 0.0 -0.1 0.090
H -10.630283 -2.082885 -1.402273 0.1 0.0 0.0 0.092
H -10.293834 -2.763526 0.201191 0.1 0.0 -0.1 0.092
H -8.433021 -0.926278 -1.392232 0.1 -0.1 0.0 0.162
H -7.981165 -3.129832 -2.287061 0.2 0.0 0.0 0.143
H -8.307712 -3.930731 -0.733371 -0.1 0.1 0.1 0.144
C 2.051441 -5.685732 5.886279 0.3 -0.7 -0.2 -0.031
C 2.497729 -6.835318 6.756898 -0.4 0.8 -0.6 -0.332
C 3.498934 -6.456046 7.811553 -0.1 0.1 0.4 -0.103
O 4.177975 -7.695263 8.036016 0.0 -0.1 -0.3 0.057
C 4.096567 -8.402768 6.874230 0.1 -0.2 -0.2 -0.556
O 4.705567 -9.399082 6.650714 0.0 0.1 0.1 0.159
O 3.231517 -7.814285 6.005232 0.3 -0.3 0.5 0.085
H 1.443556 -6.051449 5.056816 -0.1 0.0 0.1 0.095
H 1.470718 -4.973770 6.455340 0.1 -0.2 0.1 0.059
H 2.906857 -5.168880 5.445473 0.0 0.0 0.1 0.096
H 1.625604 -7.335024 7.191319 0.1 0.0 0.1 0.160
H 3.030414 -6.098610 8.727409 0.1 -0.2 0.1 0.139
H 4.230600 -5.718839 7.470373 -0.1 0.0 -0.1 0.140
C -0.596261 5.687565 -9.593848 -0.2 0.4 0.0 -0.022
C 0.659230 5.907430 -8.784446 -0.6 -0.3 -0.5 -0.338
C 0.740351 5.076790 -7.533200 0.2 -0.4 0.1 -0.093
O 1.598823 5.869385 -6.709924 0.0 0.4 -0.2 0.044
C 1.432947 7.162085 -7.098610 0.1 0.3 0.0 -0.553
O 1.858701 8.101720 -6.505156 0.0 -0.1 -0.3 0.152
O 0.712079 7.236564 -8.250493 0.3 -0.1 0.4 0.092
H -0.661204 6.417826 -10.401905 0.1 -0.1 0.0 0.088
H -0.610519 4.685603 -10.024869 0.1 0.0 0.0 0.092
H -1.489386 5.817982 -8.979306 0.1 -0.1 0.1 0.091
H 1.541268 5.767526 -9.417545 0.0 0.0 0.1 0.161
H 1.169982 4.091733 -7.708273 0.1 0.1 0.2 0.144
H -0.219296 4.964078 -7.022097 0.0 0.0 -0.1 0.144
```
Forces are in eV/Å.

3.
Density functional theory data (ωB97M-V/def2-TZVPD) for a 2-piece molecular cluster, C2H3NOS overall in a non-equilibrium geometry.

Summary:
- orbital gap (eV) = 8.832
- energy (eV) = -16489.805
- E_HOMO (eV) = -9.52
- energy relative to the best compared isomer or geometry (same formula, charge and spin) (eV) = 5.393

Geometry as XYZ:
```
8
Properties=species:S:1:pos:R:3:forces:R:3:nbo_charge:R:1
C -0.633229 0.406825 -0.756495 3.5 -2.9 3.4 -0.557
C 0.595349 -0.155123 1.042866 1.5 0.2 -0.7 0.229
N 0.852670 -0.304262 2.270488 -1.1 -0.1 -2.8 -0.597
O -0.991819 -0.041260 -3.185345 1.3 -0.6 0.6 -0.899
S -0.134530 -0.421298 -2.008975 -1.7 0.7 -1.0 1.116
H -1.286508 1.180832 -0.733767 -2.1 2.1 0.1 0.200
H 1.486890 -0.286822 0.460437 0.1 0.2 -0.9 0.148
H 0.111176 -0.378893 2.910791 -1.4 0.4 1.3 0.361
```
Forces are in eV/Å.

4.
Density functional theory data (ωB97M-V/def2-TZVPD) for one molecule with the formula C5H11N3 in a non-equilibrium geometry.

Summary:
- orbital gap (eV) = 9.122
- energy (eV) = -9831.922
- E_HOMO (eV) = -8.24
- SMILES = CC(=C=N)[C@@H](N)CN
- energy relative to the best compared isomer or geometry (same formula, charge and spin) (eV) = 1.984

Geometry as XYZ:
```
19
Properties=species:S:1:pos:R:3:forces:R:3:nbo_charge:R:1
C 1.787667 -1.245468 0.807851 0.1 0.6 0.2 -0.603
C 0.859376 -0.395567 -0.021223 -0.3 0.0 0.1 -0.269
C 1.271106 0.648564 -0.696193 1.4 -0.2 0.1 0.440
N 1.879572 1.404393 -1.440477 -0.9 0.0 -1.0 -0.663
C -0.608460 -0.719368 -0.042009 -0.8 1.5 -2.4 -0.053
N -1.223111 -0.808840 1.247135 -0.6 0.2 0.1 -0.855
C -1.390200 0.409488 -1.003911 0.0 -1.8 1.4 -0.220
N -1.540071 1.728244 -0.442234 0.2 0.1 0.1 -0.828
H 2.822765 -1.001925 0.578781 0.1 -0.1 0.0 0.223
H 1.638400 -1.072410 1.876724 0.0 -0.2 0.0 0.210
H 1.621092 -2.302747 0.597510 0.0 0.0 0.0 0.214
H 1.772479 2.412544 -1.439019 0.3 0.0 0.7 0.381
H -0.782310 -1.655034 -0.580538 0.0 -0.2 0.2 0.190
H -1.016842 -0.015265 1.841809 0.1 -0.3 0.1 0.362
H -1.100534 -1.702038 1.703673 0.1 0.3 0.1 0.375
H -2.388524 -0.014027 -1.128670 0.0 0.0 -0.1 0.196
H -0.946867 0.479759 -1.998765 0.3 -0.2 0.2 0.197
H -0.635042 2.166326 -0.309884 -0.2 0.1 0.1 0.348
H -2.020498 1.683371 0.449441 0.1 0.1 0.0 0.358
```
Forces are in eV/Å.

energy relative to the best compared isomer or geometry (same formula, charge and spin) of number 3 (C2H3NOS)?
5.393 eV